[1]
Entry from the OMol25 dataset: a structure of composition C10H16F3N4O6ReS (ωB97M-V/def2-TZVPD).

Positions of all 41 atoms, in Å:
Re  -0.357  -0.017  -0.187
N  -2.858  -3.261  0.467
C  -1.821  -2.467  0.227
O  -1.928  -1.197  0.306
C  -0.414  -2.981  -0.082
C  0.322  -1.831  -0.740
H  -3.775  -2.906  0.741
H  -2.679  -4.273  0.384
H  -0.460  -3.871  -0.716
H  0.108  -3.248  0.893
H  0.147  -1.805  -1.809
H  1.425  -1.748  -0.576
C  3.761  -0.105  1.114
O  2.572  0.107  0.376
C  2.764  1.114  -0.620
C  1.969  2.352  -0.175
O  0.576  2.079  -0.438
C  -0.277  3.232  -0.344
H  4.480  -0.603  0.476
H  3.533  -0.744  1.985
H  4.181  0.860  1.472
H  2.384  0.755  -1.592
H  3.819  1.327  -0.792
H  2.230  3.260  -0.710
H  2.078  2.572  0.905
H  0.376  4.100  -0.465
H  -0.824  3.174  0.617
H  -0.985  3.200  -1.167
F  -2.781  -1.588  -2.779
C  -3.270  -0.369  -2.688
F  -4.233  -0.333  -1.777
F  -3.854  -0.028  -3.844
S  -1.954  0.973  -2.182
O  -2.225  2.176  -2.910
O  -0.578  0.353  -2.348
O  -1.916  1.158  -0.643
N  1.028  -0.063  5.982
C  0.322  0.100  5.037
N  -0.642  0.277  4.078
C  -0.213  0.201  2.860
N  -0.029  0.067  1.666

Values from the calculation:
Net charge   +1
Spin multiplicity   4
HOMO level (alpha / beta)   -11.25 / -12.34 eV
Expectation value of S²   3.77

Computed natural (NBO) charges, given in elementary charges: atom 1 (Re): 1.755, atom 2 (N): -0.729, atom 3 (C): 0.731, atom 4 (O): -0.630, atom 5 (C): -0.515, atom 6 (C): -0.730, atom 7 (H): 0.445, atom 8 (H): 0.434, atom 9 (H): 0.250, atom 10 (H): 0.275, atom 11 (H): 0.230, atom 12 (H): 0.273, atom 13 (C): -0.249, atom 14 (O): -0.571, atom 15 (C): -0.108, atom 16 (C): -0.077, atom 17 (O): -0.580, atom 18 (C): -0.246, atom 19 (H): 0.184, atom 20 (H): 0.210, atom 21 (H): 0.180, atom 22 (H): 0.204, atom 23 (H): 0.218, atom 24 (H): 0.204, atom 25 (H): 0.206, atom 26 (H): 0.205, atom 27 (H): 0.204, atom 28 (H): 0.217, atom 29 (F): -0.289, atom 30 (C): 0.803, atom 31 (F): -0.294, atom 32 (F): -0.278, atom 33 (S): 2.210, atom 34 (O): -0.821, atom 35 (O): -0.920, atom 36 (O): -0.916, atom 37 (N): -0.342, atom 38 (C): 0.382, atom 39 (N): -0.559, atom 40 (C): 0.707, atom 41 (N): -0.675

***

[2]
Entry from the OMol25 dataset: a structure of composition C24H30Br2CrN5O4S (ωB97M-V/def2-TZVPD).

Positions of all 67 atoms, in Å:
Cr  0.420  -0.471  0.167
N  2.569  -0.304  -0.046
C  2.967  1.006  -0.619
C  4.158  1.562  0.187
C  4.679  2.981  -0.048
C  5.306  3.299  -1.398
N  4.256  3.468  -2.397
C  4.375  3.295  -3.699
N  5.572  3.132  -4.273
N  3.270  3.261  -4.453
C  1.723  1.899  -0.688
O  1.774  3.011  -1.195
O  0.641  1.376  -0.245
H  2.799  -0.298  0.948
H  3.119  -1.057  -0.448
H  3.258  0.825  -1.661
H  4.980  0.850  0.066
H  3.873  1.517  1.246
H  5.451  3.159  0.702
H  3.894  3.713  0.151
H  6.002  2.516  -1.713
H  5.868  4.233  -1.302
H  3.292  3.533  -2.005
H  6.407  3.371  -3.765
H  5.654  3.103  -5.276
H  2.367  3.397  -4.027
H  3.321  3.279  -5.457
C  2.130  -3.523  -0.046
C  0.639  -3.617  0.020
C  0.023  -4.881  0.041
C  -1.335  -4.989  0.139
C  -2.124  -3.828  0.221
C  -3.543  -3.795  0.355
Br  -4.520  -5.401  0.425
C  -4.204  -2.602  0.445
C  -3.497  -1.380  0.396
Br  -4.441  0.234  0.531
C  -2.133  -1.366  0.249
O  -1.408  -0.255  0.163
C  -1.445  -2.600  0.175
N  -0.080  -2.505  0.070
H  2.579  -4.506  0.057
H  2.508  -2.899  0.763
H  2.449  -3.119  -1.007
H  0.642  -5.763  -0.010
H  -1.809  -5.960  0.162
H  -5.278  -2.580  0.552
C  0.962  5.984  1.986
C  0.634  4.549  2.261
C  1.614  3.665  2.721
C  1.314  2.343  2.980
C  0.011  1.898  2.768
C  -0.978  2.748  2.294
C  -0.659  4.074  2.057
S  -0.424  0.211  2.935
C  0.113  -0.194  4.580
O  0.649  -0.565  2.080
H  2.010  6.199  2.177
H  0.362  6.641  2.615
H  0.739  6.235  0.950
H  2.617  4.030  2.894
H  2.081  1.668  3.338
H  -1.971  2.372  2.091
H  -1.421  4.746  1.690
H  1.158  0.070  4.717
H  -0.041  -1.260  4.719
H  -0.522  0.370  5.259

Values from the calculation:
Net charge   +2
Spin multiplicity   4
HOMO level (alpha / beta)   -12.54 / -12.64 eV
Expectation value of S²   3.77

Computed natural (NBO) charges, given in elementary charges: atom 1 (Cr): 1.493, atom 2 (N): -0.836, atom 3 (C): -0.169, atom 4 (C): -0.401, atom 5 (C): -0.414, atom 6 (C): -0.229, atom 7 (N): -0.587, atom 8 (C): 0.676, atom 9 (N): -0.771, atom 10 (N): -0.768, atom 11 (C): 0.809, atom 12 (O): -0.662, atom 13 (O): -0.696, atom 14 (H): 0.408, atom 15 (H): 0.412, atom 16 (H): 0.223, atom 17 (H): 0.219, atom 18 (H): 0.215, atom 19 (H): 0.244, atom 20 (H): 0.231, atom 21 (H): 0.203, atom 22 (H): 0.224, atom 23 (H): 0.460, atom 24 (H): 0.426, atom 25 (H): 0.425, atom 26 (H): 0.432, atom 27 (H): 0.424, atom 28 (C): -0.655, atom 29 (C): 0.294, atom 30 (C): -0.258, atom 31 (C): -0.061, atom 32 (C): -0.119, atom 33 (C): -0.064, atom 34 (Br): 0.128, atom 35 (C): -0.225, atom 36 (C): -0.133, atom 37 (Br): 0.131, atom 38 (C): 0.308, atom 39 (O): -0.695, atom 40 (C): 0.121, atom 41 (N): -0.524, atom 42 (H): 0.254, atom 43 (H): 0.221, atom 44 (H): 0.224, atom 45 (H): 0.242, atom 46 (H): 0.255, atom 47 (H): 0.260, atom 48 (C): -0.643, atom 49 (C): 0.035, atom 50 (C): -0.162, atom 51 (C): -0.215, atom 52 (C): -0.326, atom 53 (C): -0.148, atom 54 (C): -0.187, atom 55 (S): 1.281, atom 56 (C): -0.793, atom 57 (O): -0.936, atom 58 (H): 0.221, atom 59 (H): 0.247, atom 60 (H): 0.238, atom 61 (H): 0.215, atom 62 (H): 0.219, atom 63 (H): 0.247, atom 64 (H): 0.235, atom 65 (H): 0.246, atom 66 (H): 0.264, atom 67 (H): 0.268

***

[3]
Entry from the OMol25 dataset: the molecule C8H5F4IO2 (ωB97M-V/def2-TZVPD).

Positions of all 20 atoms, in Å:
C  0.397  0.309  -0.222
C  -0.210  1.120  0.689
C  1.459  0.746  -1.175
C  -1.385  0.440  1.345
C  -0.361  -0.896  -0.273
C  -1.207  -1.002  0.890
C  -0.381  -1.711  2.101
C  1.346  0.374  -2.662
O  2.394  1.407  -0.864
O  0.129  2.362  0.990
F  0.581  -0.922  2.584
F  2.068  -0.677  -2.988
F  1.651  1.377  -3.433
F  0.142  0.028  -3.150
I  0.213  -3.730  1.806
H  -1.577  0.836  2.344
H  -2.269  0.638  0.669
H  -0.211  -1.776  -0.912
H  -2.190  -1.648  0.669
H  -0.589  2.725  1.593

Values from the calculation:
Net charge   0
HOMO level (alpha / beta)   -8.37 / -7.29 eV

Computed natural (NBO) charges, given in elementary charges: atom 1 (C): -0.285, atom 2 (C): 0.442, atom 3 (C): 0.487, atom 4 (C): -0.501, atom 5 (C): -0.161, atom 6 (C): -0.339, atom 7 (C): 0.261, atom 8 (C): 0.892, atom 9 (O): -0.444, atom 10 (O): -0.613, atom 11 (F): -0.353, atom 12 (F): -0.309, atom 13 (F): -0.298, atom 14 (F): -0.334, atom 15 (I): 0.089, atom 16 (H): 0.241, atom 17 (H): 0.246, atom 18 (H): 0.235, atom 19 (H): 0.252, atom 20 (H): 0.491

***

[4]
Entry from the OMol25 dataset: a structure of composition C16H15NPb (ωB97M-V/def2-TZVPD).

Positions of all 33 atoms, in Å:
Pb  0.440  -0.312  -1.572
C  0.733  -0.604  -3.665
H  1.799  -0.421  -3.884
H  0.434  -1.639  -3.896
H  0.078  0.125  -4.169
H  -0.439  0.152  1.141
H  -1.429  0.119  0.438
C  -3.366  -2.497  -0.778
C  -3.369  -3.279  0.387
C  -2.733  -2.825  1.547
C  -2.055  -1.592  1.515
C  -2.080  -0.804  0.359
C  -2.727  -1.238  -0.793
C  -1.113  -1.163  2.533
C  -0.970  -1.710  3.810
C  0.075  -1.285  4.608
C  1.043  -0.375  4.133
C  2.205  -0.015  4.861
C  3.165  0.809  4.296
C  2.996  1.325  2.992
C  1.853  1.013  2.261
C  0.879  0.178  2.826
N  -0.225  -0.225  2.111
H  -3.858  -2.863  -1.682
H  -3.873  -4.248  0.396
H  -2.717  -3.413  2.467
H  -2.730  -0.605  -1.688
H  -1.689  -2.459  4.135
H  0.186  -1.672  5.615
H  2.319  -0.416  5.871
H  4.063  1.063  4.862
H  3.760  1.972  2.563
H  1.697  1.398  1.248

Values from the calculation:
Net charge   0
HOMO level (alpha / beta)   -5.44 / -6.21 eV

Computed Löwdin charges, given in elementary charges: atom 1 (Pb): 0.925, atom 2 (C): -0.516, atom 3 (H): -0.022, atom 4 (H): -0.030, atom 5 (H): -0.036, atom 6 (H): 0.036, atom 7 (H): 0.031, atom 8 (C): -0.090, atom 9 (C): -0.078, atom 10 (C): -0.017, atom 11 (C): -0.167, atom 12 (C): -0.160, atom 13 (C): -0.129, atom 14 (C): -0.210, atom 15 (C): -0.013, atom 16 (C): -0.040, atom 17 (C): -0.168, atom 18 (C): -0.040, atom 19 (C): -0.101, atom 20 (C): -0.091, atom 21 (C): -0.035, atom 22 (C): -0.166, atom 23 (N): 0.095, atom 24 (H): 0.101, atom 25 (H): 0.104, atom 26 (H): 0.107, atom 27 (H): 0.096, atom 28 (H): 0.109, atom 29 (H): 0.107, atom 30 (H): 0.112, atom 31 (H): 0.099, atom 32 (H): 0.099, atom 33 (H): 0.088

***

[5]
Entry from the OMol25 dataset: the molecule C8H15NO2S (ωB97M-V/def2-TZVPD).

Positions of all 27 atoms, in Å:
C  1.800  -1.063  -1.152
C  1.173  -0.419  0.001
C  2.238  0.257  1.051
C  0.014  0.567  -0.537
C  -1.130  -0.255  -1.176
C  -2.571  0.014  -0.533
C  -2.322  -0.485  0.850
C  -0.687  1.326  0.591
H  2.209  -2.687  -0.154
H  0.672  -1.234  0.636
H  3.091  -0.564  1.132
H  1.754  0.541  1.957
H  2.296  2.532  -0.277
H  0.571  1.346  -1.202
H  -0.978  0.013  -2.383
H  -0.915  -1.404  -1.132
H  -3.249  -0.640  -1.098
H  -2.878  1.114  -0.719
H  -1.844  -1.412  0.769
H  -3.218  -0.572  1.343
H  -0.692  -0.203  1.990
H  -1.241  2.108  0.101
H  0.018  1.734  1.328
N  -1.471  0.506  1.493
O  2.570  -2.148  -1.034
O  1.621  -0.605  -2.286
S  3.171  1.632  0.439

Values from the calculation:
SMILES string   O=C(O)[C@@H](CS)[C@H]1CCCNC1
Net charge   0
HOMO level   -9.02 eV

Computed natural (NBO) charges, given in elementary charges: atom 1 (C): 0.758, atom 2 (C): -0.332, atom 3 (C): -0.543, atom 4 (C): -0.235, atom 5 (C): -0.415, atom 6 (C): -0.425, atom 7 (C): -0.235, atom 8 (C): -0.248, atom 9 (H): 0.481, atom 10 (H): 0.207, atom 11 (H): 0.248, atom 12 (H): 0.220, atom 13 (H): 0.144, atom 14 (H): 0.242, atom 15 (H): 0.243, atom 16 (H): 0.199, atom 17 (H): 0.222, atom 18 (H): 0.219, atom 19 (H): 0.166, atom 20 (H): 0.192, atom 21 (H): 0.324, atom 22 (H): 0.201, atom 23 (H): 0.205, atom 24 (N): -0.589, atom 25 (O): -0.652, atom 26 (O): -0.562, atom 27 (S): -0.036

***

[6]
Entry from the OMol25 dataset: a structure of composition C4H6N2O (ωB97M-V/def2-TZVPD).

Positions of all 13 atoms, in Å:
C  -2.119  -0.736  -0.143
C  -0.113  -0.323  -0.248
C  2.003  -1.553  0.086
C  -0.947  2.067  0.038
N  -3.234  -1.011  -0.112
N  0.602  -1.321  -0.253
O  0.003  0.979  -0.446
H  2.410  -0.644  0.540
H  2.689  -1.960  -0.603
H  1.902  -2.403  0.860
H  -0.181  2.921  0.012
H  -1.345  1.787  0.968
H  -1.671  2.198  -0.699

Values from the calculation:
Net charge   0
Spin multiplicity   3
HOMO level (alpha / beta)   -5.72 / -10.85 eV
Expectation value of S²   2.01

Computed natural (NBO) charges, given in elementary charges: atom 1 (C): 0.118, atom 2 (C): 0.525, atom 3 (C): -0.474, atom 4 (C): -0.209, atom 5 (N): -0.478, atom 6 (N): -0.248, atom 7 (O): -0.528, atom 8 (H): 0.217, atom 9 (H): 0.224, atom 10 (H): 0.238, atom 11 (H): 0.206, atom 12 (H): 0.205, atom 13 (H): 0.203

***

[7]
Entry from the OMol25 dataset: the molecule C10H18N2O5 (ωB97M-V/def2-TZVPD).

Positions of all 35 atoms, in Å:
C  1.932  -1.533  0.282
C  0.605  -0.853  0.494
C  2.940  -0.491  0.963
C  3.530  0.705  0.100
C  -0.747  0.928  -0.631
C  0.091  2.126  -0.190
C  -2.017  0.617  0.116
C  -2.925  1.859  0.222
C  -2.721  -0.614  -0.562
C  -2.716  -1.881  0.231
H  1.562  -2.069  -1.730
H  3.120  -2.432  -1.173
H  2.045  -2.390  0.911
H  2.564  0.016  1.909
H  3.900  -0.920  1.244
H  2.952  -0.438  -1.214
H  0.639  -0.088  -1.455
H  -0.951  1.163  -1.662
H  -1.724  0.350  1.168
H  -3.912  1.627  0.506
H  -2.573  2.603  0.888
H  -3.048  2.423  -0.791
H  -3.744  -0.435  -0.874
H  -2.062  -0.819  -1.433
H  -3.221  -2.719  -0.356
H  -1.678  -2.069  0.552
H  -3.265  -1.820  1.206
H  0.772  2.756  1.429
N  2.310  -1.782  -1.097
N  0.137  -0.123  -0.572
O  0.147  -0.901  1.637
O  3.828  1.655  0.777
O  3.372  0.519  -1.155
O  0.650  2.953  -0.874
O  0.208  2.079  1.136

Values from the calculation:
SMILES string   CC[C@H](C)[C@H](NC(=O)[C@@H](N)CC(=O)O)C(=O)O
Net charge   0
HOMO level   -9.58 eV

Computed natural (NBO) charges, given in elementary charges: atom 1 (C): -0.154, atom 2 (C): 0.688, atom 3 (C): -0.566, atom 4 (C): 0.805, atom 5 (C): -0.144, atom 6 (C): 0.785, atom 7 (C): -0.245, atom 8 (C): -0.601, atom 9 (C): -0.393, atom 10 (C): -0.608, atom 11 (H): 0.400, atom 12 (H): 0.405, atom 13 (H): 0.226, atom 14 (H): 0.275, atom 15 (H): 0.230, atom 16 (H): 0.486, atom 17 (H): 0.411, atom 18 (H): 0.219, atom 19 (H): 0.255, atom 20 (H): 0.215, atom 21 (H): 0.216, atom 22 (H): 0.194, atom 23 (H): 0.209, atom 24 (H): 0.186, atom 25 (H): 0.209, atom 26 (H): 0.215, atom 27 (H): 0.207, atom 28 (H): 0.501, atom 29 (N): -0.852, atom 30 (N): -0.626, atom 31 (O): -0.601, atom 32 (O): -0.605, atom 33 (O): -0.690, atom 34 (O): -0.573, atom 35 (O): -0.679

***

What is the formula in the third record?
C8H5F4IO2

***

Which of these has the highest net charge?
C24H30Br2CrN5O4S